[1]
The following is a quantum chemistry calculation of a 9-piece molecular cluster, C22H48N2O15 overall in a non-equilibrium geometry, from the Open Molecules 2025 dataset.

The geometry in XYZ format:
```
87
Properties=species:S:1:pos:R:3:forces:R:3:mulliken_charge:R:1
C -3.5385 0.4796 -3.4770 0.46 0.71 -1.17 -0.169
O -4.5692 -0.1506 -4.2283 -0.43 -0.99 0.92 -0.551
H -2.5482 0.0651 -3.6654 0.14 -0.13 -0.30 0.012
H -3.5589 1.5084 -3.8365 0.51 0.34 0.64 0.323
H -3.6238 0.4315 -2.3914 -0.92 -0.13 -0.20 0.103
H -4.3991 -0.1111 -5.1723 0.30 0.22 0.13 0.304
C -1.3669 0.2086 -0.0648 0.20 0.82 -0.30 -0.058
O -1.1677 -0.1561 1.2813 -0.40 -0.84 0.16 -0.323
H -2.0647 -0.4127 -0.6263 0.09 -0.72 0.44 0.035
H -1.8460 1.1860 -0.1212 0.33 0.33 -0.11 0.430
H -0.3957 0.2058 -0.5597 -0.22 0.22 -0.43 -0.215
H -0.9158 0.6345 1.7642 -0.11 0.10 0.18 0.169
C 1.7680 0.7710 3.5612 0.26 -0.88 0.25 -0.254
O 0.4988 0.9555 4.0584 -0.93 0.33 1.23 -0.481
H 2.2905 0.1380 4.2785 0.15 -0.19 -0.13 0.357
H 1.6287 0.2171 2.6329 0.92 0.23 -0.51 -0.005
H 2.3385 1.6990 3.5238 0.17 0.12 -0.56 0.131
H 0.0566 1.6510 3.5661 -0.33 0.19 -0.18 0.215
C -3.7986 0.7325 3.9673 -0.14 -0.29 0.24 -0.513
O -2.5436 0.5872 4.5954 -0.20 -0.03 0.09 -0.548
H -3.7750 0.4300 2.9204 0.09 0.13 -0.21 0.142
H -4.5015 0.0674 4.4689 0.03 -0.01 0.10 0.289
H -4.1840 1.7474 4.0654 -0.07 0.17 -0.14 0.221
H -1.9518 1.2181 4.1792 0.14 -0.06 -0.02 0.406
C -1.0218 -3.6494 -2.7768 -0.92 -0.07 0.28 -0.705
C -1.5543 -3.6943 -4.2273 0.79 -0.10 2.40 0.469
C -1.2170 -2.4674 -4.9467 -0.32 3.40 1.65 0.225
O -0.6430 -2.8119 -6.1248 0.35 -0.87 -2.52 -0.365
C -0.3333 -4.1053 -6.0932 4.46 -2.17 -1.80 0.590
O 0.4995 -4.6227 -6.8890 -3.96 1.54 3.07 -0.595
O -0.8041 -4.6817 -4.9315 -0.36 -0.17 -1.76 -0.360
H 0.0567 -3.6792 -2.6219 0.05 -0.52 -0.65 0.292
H -1.5442 -4.4288 -2.2221 0.44 -0.17 0.19 0.149
H -1.2654 -2.7186 -2.2647 -0.52 0.28 -0.26 0.085
H -2.6395 -3.7869 -4.1860 0.01 -1.03 -0.38 0.229
H -0.4922 -1.8874 -4.3755 0.23 0.12 0.10 0.035
H -2.0591 -1.7885 -5.0813 -0.20 -0.19 -0.30 -0.024
C 3.5696 -1.5807 1.1411 0.09 1.20 -0.16 -1.313
C 3.6426 -1.3726 -0.3884 0.04 0.01 1.79 0.586
C 3.2753 -2.6245 -1.0605 0.24 -2.81 -0.45 -0.546
O 2.3222 -2.3023 -2.0264 -1.28 0.46 -1.45 -0.357
C 1.8969 -1.0452 -1.9035 -0.96 0.68 0.04 0.639
O 0.9988 -0.5351 -2.5638 2.41 -0.89 1.79 -0.599
O 2.6121 -0.4709 -0.8504 -0.40 0.43 -0.98 -0.049
H 2.5917 -1.9479 1.4524 0.10 -0.27 -0.12 0.210
H 3.7430 -0.6416 1.6665 -0.12 0.27 -0.10 0.300
H 4.3784 -2.2064 1.5184 -0.14 -0.43 -0.37 0.455
H 4.6592 -1.0834 -0.6550 -0.23 0.75 -0.29 0.239
H 2.8325 -3.3538 -0.3822 -0.19 0.09 0.18 0.173
H 4.0582 -3.1664 -1.5910 0.35 0.31 0.13 0.313
C 3.5674 4.8804 0.2263 -0.29 -1.29 -0.83 -1.293
C 2.8999 3.6673 -0.5377 0.07 2.59 1.58 0.357
C 2.4802 2.5173 0.3149 2.48 -0.43 0.33 0.384
O 1.1868 2.2459 -0.0737 -2.07 -1.10 0.02 0.192
C 0.6351 3.2608 -0.7588 -1.40 2.04 0.41 0.288
O -0.5510 3.4629 -0.9995 3.03 -1.06 0.44 -0.575
O 1.6139 4.2036 -0.9607 -0.06 -0.96 -0.99 -0.425
H 4.6225 4.6519 0.3769 0.11 0.37 -0.21 0.406
H 3.1519 5.0947 1.2110 -0.35 -0.32 -0.07 0.255
H 3.3745 5.7467 -0.4064 0.54 0.08 0.06 0.343
H 3.5860 3.3034 -1.3025 -0.59 0.49 -0.74 0.314
H 2.6585 2.7121 1.3724 -0.94 0.13 0.24 -0.271
H 3.1675 1.6988 0.1011 -0.56 -0.46 -0.10 0.023
C -1.1279 3.6502 2.3306 -0.09 -0.16 0.04 -0.060
O -1.2697 2.5289 2.7814 -0.21 -0.76 0.06 -0.572
N -0.1185 4.4544 2.6313 1.00 1.46 -0.76 0.290
C -0.1292 5.7791 1.9854 -0.03 0.75 0.88 -1.056
C 1.0200 4.2113 3.5190 0.17 1.28 0.77 -1.121
H -1.8508 4.1031 1.6346 0.08 -0.17 0.07 0.321
H 0.8116 6.1259 1.5579 0.22 -0.75 -0.22 0.276
H -0.3119 6.5150 2.7684 -0.24 0.15 0.10 0.457
H -0.9130 5.8982 1.2374 0.11 -0.40 0.05 0.291
H 0.8873 3.6024 4.4132 -0.40 -1.00 -0.83 0.437
H 1.9677 4.0937 2.9935 -0.24 -0.86 -0.24 0.227
H 1.2545 5.1272 4.0615 -0.43 0.73 -0.25 0.446
C -0.1919 -3.4775 0.9750 1.31 -2.91 -0.56 0.070
O 0.9007 -4.0749 1.1784 -2.15 1.79 -0.30 -0.725
N -1.3228 -4.1729 0.6002 -0.78 0.90 -0.15 0.222
C -2.6019 -3.4419 0.4296 0.53 0.04 -0.08 -0.519
C -1.4026 -5.6384 0.5089 0.80 0.31 0.05 -1.057
H -0.3307 -2.3853 0.9816 0.05 -0.14 0.27 0.418
H -2.4486 -2.3704 0.5583 0.14 -0.09 0.43 -0.103
H -3.3734 -3.7954 1.1135 0.16 0.00 0.23 0.367
H -3.0223 -3.5164 -0.5733 0.23 -0.46 -0.22 0.273
H -1.9666 -6.0062 -0.3482 -0.36 0.56 -0.07 0.361
H -0.4061 -6.0498 0.3482 0.08 0.18 0.40 0.322
H -1.8424 -6.0572 1.4141 0.05 -0.03 0.06 0.341
```
Positions in Å, forces in eV/Å.

The SMILES is C[C@H]1COC(=O)O1.C[C@H]1COC(=O)O1.C[C@H]1COC(=O)O1.CN(C)C=O.CN(C)C=O.CO.CO.CO.CO. As for the multiplicity: 1. The calculation puts the lowest unoccupied orbital energy at 0.15 eV.



[2]
The following is a quantum chemistry calculation of a 3-piece molecular cluster, C22H48N5O6P2 overall in a non-equilibrium geometry, from the Open Molecules 2025 dataset.

The geometry in XYZ format:
```
83
Properties=species:S:1:pos:R:3:forces:R:3:mulliken_charge:R:1
C 0.9334 1.1445 0.1714 -0.05 0.40 0.22 -1.118
C 0.8202 -0.2007 0.1240 -0.36 -0.03 -0.35 -0.315
C -0.3944 -0.9177 -0.4923 1.66 -0.13 -1.50 0.585
P -0.1230 -0.7160 -2.3490 1.52 -0.27 -0.73 0.296
N 1.4265 -0.7163 -2.6021 -0.71 0.44 -0.01 -0.890
C -0.3308 -2.4030 -0.0474 -0.86 0.67 0.20 -1.903
C -1.0152 -2.4515 1.3447 0.02 -0.44 -0.46 -0.108
C -0.6098 -3.6857 2.1619 0.39 -0.38 0.35 -2.489
O 0.1384 -4.6277 1.3659 -0.01 0.86 -0.13 -0.401
C 0.9299 -5.4198 2.1256 1.57 -1.14 -1.29 0.716
C 2.1665 -5.9586 1.4279 -1.12 0.79 -0.76 -1.128
O 0.6890 -5.7184 3.2385 -0.93 0.16 2.12 -0.507
C -2.5710 -2.1564 1.2926 1.57 -0.16 0.73 2.400
C -3.4601 -3.4295 1.1987 -0.62 -0.26 -0.10 -0.050
C -2.9947 -4.4674 0.1623 0.10 0.14 -0.06 -1.818
C -5.0084 -3.1223 1.0998 0.51 -0.27 -0.53 -0.747
C -5.7744 -3.9540 0.0612 -0.66 0.60 0.38 -1.571
P -2.9802 -1.3442 2.9273 -2.51 1.09 0.74 0.812
N -4.3959 -0.7249 2.9282 0.57 0.08 -0.58 -0.895
O -1.9028 -0.1311 3.2510 0.56 -1.56 -0.10 -0.606
O -2.8679 -2.4483 4.1204 1.53 0.76 -1.09 -0.536
C -2.8097 -1.0861 0.2098 -1.54 0.06 -0.16 -1.967
C -3.2832 -1.5655 -1.1540 0.37 0.48 -1.54 0.016
C -3.6200 -0.3926 -2.1339 -0.22 -0.18 0.86 -1.579
N -1.6032 -0.2079 0.0556 0.11 -0.48 0.38 0.446
H 0.9561 1.7818 -0.7142 -1.77 0.09 0.00 0.352
H 1.0063 1.6457 1.1342 1.95 -0.03 -0.15 0.331
H 1.6252 -0.8408 0.4823 -0.74 -0.10 1.49 0.372
H -0.7859 0.4465 -2.8104 -0.35 -0.23 0.30 0.149
H -0.7385 -1.8335 -2.9718 -0.45 0.28 0.44 0.110
H 1.6389 0.1737 -3.0621 0.37 -0.19 0.02 0.380
H -0.7925 -3.0791 -0.7642 -0.06 0.02 0.04 0.304
H 0.7195 -2.6708 0.0201 -0.01 -0.05 0.03 0.705
H -0.5647 -1.5939 1.8578 0.02 -0.15 0.13 0.840
H 0.0724 -3.3740 2.9598 -0.10 0.05 0.04 0.970
H -1.4230 -4.2163 2.6560 -0.15 0.12 -0.21 0.306
H 2.6375 -5.1269 0.9008 0.26 -0.21 0.00 0.320
H 2.8181 -6.4385 2.1424 0.03 -0.03 0.07 0.358
H 1.8035 -6.6605 0.6744 0.28 -0.11 -0.03 0.297
H -3.3701 -3.9344 2.1607 0.25 0.08 0.02 0.892
H -1.9215 -4.6591 0.1762 -0.09 -0.04 0.21 0.112
H -3.4997 -5.4069 0.3796 0.05 -0.04 -0.04 0.643
H -3.2477 -4.2019 -0.8603 -0.04 0.03 -0.03 0.223
H -5.4655 -3.3141 2.0678 0.05 0.18 0.09 0.541
H -5.1560 -2.0617 0.9062 -0.13 -0.03 0.05 0.420
H -5.9139 -4.9870 0.3716 0.31 -0.14 -0.18 0.407
H -6.7855 -3.5394 0.0162 0.01 -0.04 -0.03 0.437
H -5.3875 -3.8851 -0.9535 0.13 -0.23 0.02 0.323
H -4.3125 0.2704 3.1171 -0.49 -0.09 0.22 0.283
H -1.3404 -0.4089 3.9942 0.09 0.53 -0.13 0.361
H -1.9206 -2.6668 4.2112 -0.38 -0.59 0.41 0.400
H -3.5953 -0.4171 0.5839 0.08 -0.01 0.04 0.746
H -4.1642 -2.1938 -1.1308 0.07 -0.07 0.65 0.130
H -2.5160 -2.1556 -1.6566 0.01 -0.23 0.25 0.138
H -3.5781 0.5630 -1.6000 0.11 0.13 -0.31 0.357
H -2.9779 -0.3901 -3.0086 0.05 0.19 0.00 0.377
H -4.6484 -0.4692 -2.4783 0.00 -0.06 -0.07 0.388
H -1.3418 0.1531 0.9846 -0.03 0.07 -0.09 0.632
H -1.7943 0.6219 -0.5117 -0.16 -0.13 -0.03 0.748
C 2.0660 4.6546 -4.5743 -0.10 -0.04 -0.05 -1.523
C 2.0533 3.4174 -3.7150 0.03 -0.13 0.05 0.922
O 1.1755 2.5641 -3.8206 -0.08 -0.18 0.21 -0.610
N 3.0540 3.2725 -2.8133 -0.27 0.26 -0.24 -0.026
C 4.1666 4.1784 -2.5595 -0.03 -0.49 0.28 -0.941
H 1.2114 4.6325 -5.2440 -0.01 -0.10 0.05 0.310
H 1.9988 5.5479 -3.9526 0.13 0.04 -0.06 0.385
H 2.9765 4.6898 -5.1729 0.02 0.13 0.06 0.385
H 2.9939 2.4243 -2.2713 0.12 -0.02 -0.04 0.173
H 5.0998 3.6441 -2.7364 0.11 0.20 0.01 0.273
H 4.1332 4.4966 -1.5174 0.15 0.16 -0.05 0.269
H 4.1325 5.0532 -3.1975 -0.05 -0.02 -0.01 0.374
C 4.7221 7.8625 0.1898 -0.01 0.00 -0.04 -1.323
C 5.8297 6.8780 -0.1004 0.18 -0.06 -0.13 0.816
O 6.2291 6.6657 -1.2344 -0.15 -0.05 -0.01 -0.637
N 6.3808 6.2237 0.9578 -0.30 0.16 -0.05 -0.181
C 6.0386 6.3486 2.3635 0.38 -0.29 -0.20 -0.819
H 4.3850 8.3034 -0.7436 0.09 -0.06 -0.04 0.292
H 3.8781 7.3565 0.6616 0.01 0.10 0.11 0.362
H 5.0838 8.6596 0.8401 -0.11 -0.03 0.08 0.408
H 7.1147 5.5831 0.6979 0.02 0.04 0.03 0.228
H 6.9194 6.6731 2.9193 -0.12 0.04 0.15 0.286
H 5.7223 5.3754 2.7435 -0.06 0.09 0.16 0.270
H 5.2398 7.0655 2.5172 0.00 0.01 -0.06 0.317
```
Positions in Å, forces in eV/Å.

As for the multiplicity: 1. The calculation puts the lowest unoccupied orbital energy at -3.58 eV. As for the net charge: +1.